#w
Molecular formula: H26O13
Method: DFT, wB97M-V/def2-TZVPD

Last column: Mulliken charge in e.
Geometry (Å):
O1 15.2008 -3.5305 12.1798  -0.590
H1 15.6051 -2.7388 11.8317  0.353
H2 15.8360 -3.7792 12.8843  0.261
O2 13.9516 -2.5916 6.2093  -0.577
H3 14.1721 -3.1963 5.4831  0.261
H4 14.7542 -2.1115 6.4363  0.294
O3 13.5200 0.8004 9.6398  -0.720
H5 13.8328 0.6534 10.4839  0.279
H6 13.8869 1.6185 9.3158  0.291
O4 16.2625 0.6860 8.9128  -0.763
H7 16.1723 1.0347 7.9891  0.320
H8 15.3945 0.5448 9.2610  0.482
O5 10.9807 -2.7220 6.8806  -0.595
H9 10.0700 -2.6016 6.6747  0.304
H10 11.0589 -2.0158 7.5923  0.365
O6 16.8046 -1.4719 11.3600  -0.623
H11 16.9972 -1.6784 10.4661  0.267
H12 17.6418 -1.1777 11.6854  0.287
O7 11.8293 -3.2806 10.8845  -0.662
H13 12.6750 -2.8629 10.5568  0.400
H14 12.0626 -4.1765 11.1348  0.324
O8 14.0951 -2.1935 9.5030  -0.385
H15 13.4380 -1.6705 9.0773  0.301
H16 14.8192 -2.4213 8.9170  0.218
O9 13.7924 -5.3733 10.6780  -0.676
H17 14.1925 -5.1429 9.8042  0.305
H18 14.3541 -4.7686 11.2404  0.346
O10 16.2966 -1.8564 7.8480  -0.564
H19 16.4709 -1.0065 8.2744  0.433
H20 16.7512 -2.5029 8.4063  0.245
O11 15.8461 -4.8302 6.6484  -0.644
H21 14.9172 -4.9568 6.7458  0.362
H22 16.1622 -4.5795 7.4875  0.382
O12 11.7447 -1.1078 8.8909  -0.721
H23 12.3282 -0.3477 8.9888  0.308
H24 11.3167 -1.2374 9.7549  0.294
O13 16.9929 -4.2288 8.9596  -0.714
H25 17.0204 -4.9314 9.6750  0.266
H26 17.7826 -4.5539 8.5201  0.287

Computed properties:
**HOMO energy**: -9.68 eV
**Frontier orbital gap**: 9.303 eV


#x
Molecular formula: H26O13
Method: DFT, wB97M-V/def2-TZVPD

Last column: Mulliken charge in e.
Geometry (Å):
O1 -1.6990 1.8835 2.6697  -0.569
H1 -2.4551 1.4773 2.9093  0.223
H2 -1.8914 2.7848 2.8048  0.297
O2 2.8166 1.1432 -1.0410  -0.589
H3 2.2278 0.3268 -1.3072  0.269
H4 2.6109 1.5706 -0.3399  0.318
O3 -2.7714 -1.7633 -2.7824  -0.574
H5 -1.9284 -1.6516 -3.0380  0.333
H6 -2.8533 -1.7029 -1.9237  0.271
O4 -0.9296 0.1334 0.0972  -0.369
H7 -1.3764 -0.6256 0.6676  0.379
H8 -0.8327 1.0323 0.3938  0.049
O5 1.5416 1.5996 3.9591  -0.657
H9 0.7569 2.1192 3.8058  0.305
H10 1.4372 0.9344 3.2710  0.347
O6 -3.2636 -0.5638 -0.4539  -0.672
H11 -3.9207 -0.0647 -0.1741  0.208
H12 -2.4289 -0.0871 -0.6335  0.526
O7 -0.2113 3.3827 0.8215  -0.586
H13 -0.5498 2.6568 1.4022  0.340
H14 0.1244 4.0843 1.3036  0.268
O8 -0.8886 1.7908 -2.4162  -0.590
H15 -1.0145 1.9574 -1.4139  0.275
H16 0.0254 1.7497 -2.5930  0.308
O9 -0.0076 -2.8004 0.7136  -0.642
H17 0.0036 -2.0461 0.1815  0.311
H18 -0.8093 -3.2552 0.4228  0.292
O10 3.0355 1.3060 1.6596  -0.619
H19 3.1438 1.8032 2.5530  0.332
H20 3.7722 1.4658 1.1625  0.279
O11 -0.0767 -1.2475 -2.9870  -0.597
H21 0.4403 -0.7897 -2.2240  0.193
H22 0.6710 -1.1881 -3.6230  0.325
O12 0.5329 -3.8738 -1.6181  -0.598
H23 0.1115 -4.2297 -0.7402  0.300
H24 -0.1369 -3.6892 -2.3087  0.328
O13 2.2857 -1.4923 0.2214  -0.584
H25 2.1812 -1.8213 1.0769  0.249
H26 2.3267 -2.3093 -0.4793  0.320

Computed properties:
**HOMO energy**: -10.34 eV
**Frontier orbital gap**: 9.928 eV


#y
Molecular formula: H26O13
Method: DFT, wB97M-V/def2-TZVPD

Last column: Mulliken charge in e.
Geometry (Å):
O1 18.1404 20.7555 -12.8022  -0.640
H1 18.1886 19.9624 -12.2397  0.408
H2 18.9056 21.2834 -12.5597  0.275
O2 16.2662 13.6797 -12.6744  -0.628
H3 16.9840 14.1021 -12.1821  0.361
H4 16.4696 12.7387 -12.6663  0.261
O3 14.7955 17.1870 -14.0488  -0.704
H5 15.5539 16.9798 -13.4816  0.248
H6 14.8494 18.1433 -14.1669  0.331
O4 19.3719 14.7199 -13.6214  -0.584
H7 20.3043 14.5139 -13.4863  0.278
H8 19.0949 14.1293 -14.3346  0.268
O5 20.5601 18.3495 -14.8516  -0.598
H9 20.1797 17.8387 -14.1299  0.275
H10 21.5125 18.2911 -14.7301  0.302
O6 18.5475 18.5099 -11.0534  -0.654
H11 19.2721 18.6050 -10.4279  0.263
H12 17.7523 18.3196 -10.5088  0.324
O7 16.1740 15.4486 -10.1939  -0.682
H13 15.5377 14.8592 -10.6139  0.323
H14 17.0503 15.0955 -10.4412  0.303
O8 18.2729 16.4993 -16.2989  -0.674
H15 18.5561 16.7649 -15.4219  0.163
H16 17.4936 15.9338 -16.1418  0.458
O9 16.0491 15.0162 -15.3369  -0.733
H17 16.2413 14.4888 -14.5451  0.265
H18 15.4437 15.6974 -14.9814  0.443
O10 17.4973 16.8328 -13.2691  0.296
H19 17.7193 17.2458 -12.4254  0.211
H20 18.0709 16.0602 -13.3554  -0.050
O11 15.4257 19.6435 -12.4767  -0.645
H21 16.0395 20.3699 -12.6478  0.361
H22 15.8142 19.1482 -11.7350  0.310
O12 18.5228 14.1358 -10.9530  -0.606
H23 18.8972 13.3392 -10.5627  0.272
H24 19.1906 14.4602 -11.5745  0.252
O13 15.9984 18.1535 -10.1230  -0.743
H25 15.9773 17.1693 -10.2215  0.415
H26 15.3196 18.3608 -9.4745  0.273

Computed properties:
**HOMO energy**: -9.85 eV
**Frontier orbital gap**: 9.086 eV


#z
Molecular formula: H26O13
Method: DFT, wB97M-V/def2-TZVPD

Last column: Mulliken charge in e.
Geometry (Å):
O1 2.4117 2.7211 -2.4633  -0.640
H1 1.4864 2.7002 -2.7075  0.325
H2 2.4382 2.3310 -1.5896  0.302
O2 3.1892 -1.5283 -2.5921  -0.599
H3 3.6073 -0.8419 -2.0722  0.307
H4 3.8674 -1.8116 -3.2053  0.308
O3 3.2522 1.9194 1.1876  -0.594
H5 4.0921 1.4848 1.3359  0.303
H6 3.2134 2.6016 1.8579  0.308
O4 -4.1752 -1.9759 -2.8026  -0.626
H7 -3.2309 -2.1241 -2.8517  0.314
H8 -4.4089 -1.6293 -3.6637  0.307
O5 -0.3816 -2.2644 -3.6566  -0.585
H9 0.5700 -2.2861 -3.5549  0.287
H10 -0.5745 -2.9806 -4.2617  0.295
O6 2.0425 -3.9103 0.8231  -0.604
H11 1.5070 -3.7616 0.0437  0.301
H12 2.9448 -3.8530 0.5088  0.309
O7 -0.3167 0.1796 0.6643  -0.577
H13 0.3854 0.8193 0.7829  0.305
H14 -0.2988 -0.0257 -0.2705  0.268
O8 -1.3216 1.3410 -3.5164  -0.602
H15 -1.0945 0.4236 -3.6686  0.321
H16 -1.9093 1.5656 -4.2378  0.281
O9 2.1185 -1.8301 4.2695  -0.635
H17 2.2153 -2.1657 3.3783  0.328
H18 1.3382 -1.2768 4.2342  0.309
O10 -1.3092 5.1256 3.7232  -0.620
H19 -0.8226 4.3117 3.5924  0.297
H20 -0.8250 5.7785 3.2177  0.318
O11 -3.4419 2.6366 0.0384  -0.625
H21 -3.2784 2.3735 0.9441  0.310
H22 -3.3233 1.8342 -0.4698  0.317
O12 -2.2074 -3.1872 1.2289  -0.621
H23 -3.1036 -2.8877 1.3817  0.310
H24 -1.6584 -2.4567 1.5136  0.304
O13 -0.7949 1.1990 4.3912  -0.628
H25 -0.7710 0.7382 3.5526  0.302
H26 -1.4318 0.7124 4.9144  0.320

Computed properties:
**HOMO energy**: -11.23 eV
**Frontier orbital gap**: 10.912 eV


Most stable structure - #y; separation to the second - 0.0539 hartree.


#w
Molecular formula: H26O13
Method: DFT, wB97M-V/def2-TZVPD

Last column: Mulliken charge in e.
Geometry (Å):
H1 -0.2895 0.8829 -0.7508  0.203
H2 -0.5231 -0.5963 -0.4913  0.183
H3 3.7899 1.0960 -0.9830  0.275
H4 2.9296 0.1560 -0.1545  0.288
H5 0.5820 -2.7886 -0.2233  0.329
H6 1.9794 -2.6552 0.3594  0.235
H7 -2.9467 0.7429 0.8198  0.238
H8 -2.4647 2.1586 0.5487  0.259
H9 1.5830 -1.1780 -3.4592  0.223
H10 1.3382 -2.5762 -2.9160  0.236
H11 3.0731 -2.4655 2.4311  0.295
H12 3.8640 -1.7534 1.3461  0.337
H13 -1.4701 -2.5569 0.7944  0.327
H14 -1.2696 -4.0618 0.8665  0.336
H15 -3.3364 -0.5524 -3.2136  0.326
H16 -4.4209 0.3355 -3.8014  0.249
H17 -1.2456 0.6338 -3.6220  0.288
H18 -1.6058 -0.4589 -2.6288  0.390
H19 2.8387 4.1505 3.1988  0.302
H20 2.0604 3.3941 2.1347  0.299
H21 -2.9740 -1.3430 2.7469  0.292
H22 -2.1416 -2.6069 2.6073  0.324
H23 -0.0538 1.0177 3.2020  0.269
H24 -1.3331 1.4511 3.8988  0.273
H25 1.3548 4.0259 -1.3543  0.305
H26 0.5713 5.0863 -0.5982  0.290
O1 -0.1644 0.0130 -1.1464  -0.516
O2 3.1474 0.3823 -1.0657  -0.572
O3 1.4035 -2.2946 -0.3242  -0.480
O4 -2.3467 1.2471 0.2587  -0.472
O5 1.1488 -1.6480 -2.7385  -0.438
O6 3.0115 -1.7436 1.7955  -0.651
O7 -0.8954 -3.2296 1.1769  -0.735
O8 -3.6787 0.3482 -3.1865  -0.544
O9 -1.5962 -0.2627 -3.5724  -0.664
O10 2.3260 4.2838 2.3935  -0.606
O11 -2.1296 -1.7292 3.0053  -0.583
O12 -1.0112 0.9127 3.1670  -0.523
O13 0.8952 4.1818 -0.5216  -0.586

Computed properties:
**HOMO energy**: -8.80 eV
**Frontier orbital gap**: 8.932 eV


#x
Molecular formula: H26O13
Method: DFT, wB97M-V/def2-TZVPD

Last column: Mulliken charge in e.
Geometry (Å):
H1 -0.9442 0.4250 -1.1369  0.288
H2 0.5286 0.3586 -0.7850  0.317
H3 1.1338 2.1051 -0.8663  0.307
H4 1.3244 1.4201 -2.2240  0.322
H5 -2.5089 -3.1552 -2.3701  0.317
H6 -2.7851 -3.4033 -0.8338  0.308
H7 4.7624 2.8092 -1.7965  0.288
H8 3.7948 2.7607 -0.5929  0.314
H9 -1.1328 3.8129 0.0208  0.297
H10 -0.6199 4.9805 0.9228  0.299
H11 -4.4123 2.6584 -1.1441  0.304
H12 -4.7240 2.1624 0.3195  0.332
H13 1.3356 -2.9461 0.6016  0.342
H14 1.5580 -1.9123 1.7432  0.270
H15 -0.3938 -2.3351 -0.0587  0.360
H16 -1.5901 -2.9217 0.4419  0.188
H17 3.7802 -1.0940 1.8284  0.300
H18 3.9733 0.1059 2.4976  0.335
H19 -4.0161 -0.6768 -0.8822  0.317
H20 -4.3699 -1.1958 0.5776  0.259
H21 3.3673 -3.6469 -1.8540  0.311
H22 2.9080 -2.1629 -1.7102  0.316
H23 -1.8716 -0.1965 2.7900  0.307
H24 -3.1775 0.2733 2.1167  0.296
H25 2.4064 0.2320 0.8792  0.360
H26 2.4079 1.2719 2.0119  0.277
O1 -0.0409 0.1546 -1.5060  -0.618
O2 0.6997 1.9255 -1.7109  -0.665
O3 -3.1726 -3.1985 -1.6289  -0.583
O4 4.0116 2.2641 -1.3962  -0.586
O5 -0.4227 4.3785 0.1916  -0.587
O6 -4.5944 2.9689 -0.2760  -0.630
O7 1.1626 -2.7801 1.5037  -0.608
O8 -0.7232 -3.2218 0.3148  -0.608
O9 3.9894 -0.2126 1.5736  -0.617
O10 -4.7400 -0.8409 -0.2053  -0.590
O11 3.2910 -2.8660 -1.2236  -0.624
O12 -2.5253 0.4687 2.7927  -0.599
O13 2.3304 1.2303 1.0741  -0.615

Computed properties:
**HOMO energy**: -8.60 eV
**Frontier orbital gap**: 8.139 eV


#y
Molecular formula: H26O13
Method: DFT, wB97M-V/def2-TZVPD

Last column: Mulliken charge in e.
Geometry (Å):
H1 0.6937 -0.5022 -0.5255  0.202
H2 -0.6894 -0.2816 -1.0476  0.337
H3 1.7485 0.0184 -2.4047  0.291
H4 2.0769 1.2724 -1.4118  0.272
H5 4.4019 0.1317 2.6866  0.328
H6 3.6558 0.8851 1.6188  0.314
H7 -3.8695 -0.7005 -4.3124  0.334
H8 -3.0284 -0.0867 -3.2324  0.291
H9 -3.9949 -2.4333 1.3589  0.263
H10 -3.9736 -0.9693 1.7598  0.336
H11 -1.6806 3.2140 1.5880  0.295
H12 -0.3836 3.3878 0.7431  0.318
H13 4.1239 1.6172 -0.1341  0.227
H14 5.1693 2.5444 -0.2726  0.292
H15 0.1755 2.0737 -3.5330  0.287
H16 1.1301 2.8358 -2.7853  0.297
H17 -1.8011 -2.2024 -1.8452  0.320
H18 -0.9295 -3.0119 -0.9123  0.331
H19 2.1020 -1.7324 2.7717  0.289
H20 3.6014 -1.5550 2.8531  0.352
H21 -0.8766 1.5984 -0.6246  0.344
H22 -2.4013 1.7046 -0.3787  0.317
H23 -2.7074 -2.0131 0.4532  0.273
H24 -1.3453 -1.7012 0.1616  0.271
H25 -2.1597 -1.1682 3.0369  0.266
H26 -1.1144 -2.2405 3.1596  0.227
O1 -0.1741 -0.3675 -0.1770  -0.746
O2 2.1141 0.9867 -2.3478  -0.532
O3 4.1035 -0.0022 1.7938  -0.677
O4 -3.8205 -0.6267 -3.3313  -0.624
O5 -3.7923 -1.8871 2.0793  -0.608
O6 -0.9241 3.7891 1.4731  -0.589
O7 5.0956 1.6758 -0.0810  -0.529
O8 1.1260 2.1856 -3.4605  -0.574
O9 -0.8858 -2.2732 -1.5802  -0.688
O10 2.8699 -2.1701 3.0399  -0.605
O11 -1.6299 2.2008 -0.8316  -0.630
O12 -1.9234 -1.6041 0.9269  -0.394
O13 -1.8994 -1.9927 2.6498  -0.478

Computed properties:
**HOMO energy**: -7.95 eV
**Frontier orbital gap**: 7.304 eV


#z
Molecular formula: H26O13
Method: DFT, wB97M-V/def2-TZVPD

Last column: Mulliken charge in e.
Geometry (Å):
O1 -1.0807 -2.8528 0.5219  -0.668
H1 -1.4990 -1.9919 0.5273  0.381
H2 -0.2380 -2.7076 0.0919  0.302
O2 -3.2352 0.8887 -1.6409  -0.715
H3 -3.0727 0.4051 -0.8310  0.364
H4 -3.5936 1.7277 -1.3516  0.300
O3 -1.3994 0.6802 3.1556  -0.664
H5 -1.2289 0.4248 4.0622  0.269
H6 -0.5594 1.0107 2.8374  0.372
O4 2.0227 -1.0198 1.0821  -0.690
H7 2.7887 -0.9335 1.6496  0.266
H8 1.7505 -1.9319 1.1835  0.314
O5 -0.4541 -1.2083 -2.1031  -0.592
H9 -0.6491 -2.0012 -2.6028  0.270
H10 -0.4246 -0.5122 -2.7595  0.292
O6 -1.1116 1.2120 -3.5226  -0.672
H11 -1.7697 1.1148 -2.8343  0.393
H12 -0.8863 2.1422 -3.5095  0.304
O7 2.2582 3.1424 -0.4799  -0.653
H13 3.0992 2.7205 -0.6564  0.312
H14 1.6579 2.4174 -0.3058  0.324
O8 3.7864 -1.4647 -1.2264  -0.621
H15 3.2913 -1.3331 -0.4178  0.351
H16 4.1359 -2.3526 -1.1520  0.314
O9 -2.6681 -0.4676 0.9407  -0.616
H17 -3.5515 -0.5222 1.3052  0.246
H18 -2.1516 -0.0431 1.6258  0.397
O10 0.3223 0.6867 0.0150  -0.190
H19 -0.1265 0.0669 -0.5600  0.100
H20 0.9456 0.1509 0.5055  0.296
O11 -1.8412 2.8281 -0.0323  -0.628
H21 -1.1333 2.1847 -0.0658  0.286
H22 -2.0965 2.8563 0.8898  0.304
O12 1.2449 1.5469 3.1651  -0.676
H23 1.9869 2.0725 2.8660  0.327
H24 1.6186 0.6839 3.3437  0.288
O13 1.3069 -3.2993 -0.8598  -0.630
H25 1.3229 -3.8942 -1.6096  0.290
H26 1.2318 -2.4272 -1.2471  0.349

Computed properties:
**HOMO energy**: -10.60 eV
**Frontier orbital gap**: 10.156 eV


Most stable structure - #z; separation to the second - 0.1421 hartree.